{"formula": "C17H20HfN3O4", "method": "ωB97M-V with the def2-TZVPD basis set", "homo_lumo_gap_ev": [4.868, 4.869], "lumo_energy_ha": [-0.4234, -0.4234], "e_above_lowest_ev": 0.101, "charge": 3, "homo_energy_ev": [-16.3881, -16.3885], "elements": ["Hf", "O", "C", "C", "C", "C", "C", "C", "C", "O", "N", "N", "C", "C", "C", "C", "C", "C", "N", "H", "H", "H", "H", "H", "H", "H", "H", "H", "H", "C", "O", "C", "C", "O", "C", "H", "H", "H", "H", "H", "H", "H", "H", "H", "H"], "coordinates": [[-0.06348, 0.27300, 0.50960], [3.11238, 4.94534, 0.27604], [3.93680, 3.91590, 0.26266], [5.30652, 4.20815, 0.23324], [6.22166, 3.19009, 0.24200], [5.82715, 1.83060, 0.28715], [4.50682, 1.52051, 0.32601], [3.51375, 2.54765, 0.31432], [2.15399, 2.21910, 0.34461], [1.78267, 0.88512, 0.39646], [1.15302, 3.08600, 0.32588], [-0.03213, 2.44733, 0.29571], [-1.16559, 3.06950, 0.23525], [-2.37096, 2.24009, 0.10860], [-3.63066, 2.78351, -0.04009], [-4.71010, 1.91907, -0.22480], [-4.50063, 0.54678, -0.25983], [-3.21721, 0.06255, -0.10180], [-2.16453, 0.88722, 0.09080], [2.17994, 4.67356, 0.30643], [5.60718, 5.24575, 0.20185], [7.27597, 3.43318, 0.21277], [6.58081, 1.05695, 0.29228], [4.18805, 0.48885, 0.36355], [-1.21998, 4.15391, 0.22932], [-3.77405, 3.85554, -0.02624], [-5.70674, 2.32325, -0.35172], [-5.31816, -0.14239, -0.41955], [-3.01465, -1.00227, -0.14555], [-1.25179, -0.07319, 3.54404], [-0.15512, -0.28040, 2.54350], [0.48131, -1.63408, 2.58938], [-0.09173, -2.50176, 1.48789], [0.14901, -1.87869, 0.15999], [1.29011, -2.49701, -0.59553], [-0.79707, -0.19289, 4.52310], [-2.03070, -0.80318, 3.33895], [-1.59605, 0.94703, 3.39786], [0.27614, -2.05593, 3.57315], [1.55353, -1.45413, 2.48971], [-1.17172, -2.63154, 1.56903], [0.38214, -3.48384, 1.48347], [1.03190, -3.53966, -0.75542], [2.18981, -2.35692, -0.00118], [1.34366, -1.96173, -1.54010]], "lowdin_charge": [1.971, 0.149, -0.212, 0.040, 0.017, -0.033, -0.013, -0.079, -0.293, -0.202, 0.086, -0.134, 0.023, -0.232, 0.060, 0.056, 0.021, -0.071, -0.068, 0.092, 0.144, 0.136, 0.125, 0.109, 0.165, 0.149, 0.150, 0.142, 0.130, 0.065, -0.348, -0.080, -0.098, -0.351, 0.056, 0.126, 0.114, 0.109, 0.164, 0.155, 0.148, 0.163, 0.124, 0.114, 0.113]}

***

{"formula": "C17H20N2O4S2", "method": "ωB97M-V with the def2-TZVPD basis set", "homo_lumo_gap_ev": 8.351, "lumo_energy_ha": 0.0184, "e_above_lowest_ev": 1.116, "charge": 0, "smiles": "COc1ccc(N(CC(=O)Nc2cccc(SC)c2)S(C)(=O)=O)cc1", "homo_energy_ev": -7.8499, "elements": ["C", "O", "C", "C", "C", "C", "N", "C", "C", "O", "N", "C", "C", "C", "C", "C", "S", "C", "C", "S", "C", "O", "O", "C", "C", "H", "H", "H", "H", "H", "H", "H", "H", "H", "H", "H", "H", "H", "H", "H", "H", "H", "H", "H", "H"], "coordinates": [[2.40457, 4.99352, 0.15463], [2.24727, 3.93341, -0.75856], [2.23244, 2.66093, -0.28045], [2.02806, 1.65303, -1.22331], [1.98970, 0.32725, -0.84683], [2.17157, -0.03286, 0.48688], [2.17125, -1.38430, 0.89985], [1.31011, -1.75564, 2.00469], [-0.15092, -1.33291, 1.78370], [-0.80329, -0.83826, 2.67570], [-0.57536, -1.57379, 0.52137], [-1.80568, -1.26179, -0.06661], [-1.96016, -1.57787, -1.41762], [-3.15069, -1.29406, -2.05367], [-4.19851, -0.69594, -1.37174], [-4.04191, -0.38078, -0.03013], [-5.29040, 0.38530, 0.95690], [-6.69737, 0.57016, -0.17902], [-2.84653, -0.66352, 0.62549], [2.51170, -2.59860, -0.19694], [4.15008, -2.13729, -0.79112], [1.57586, -2.59956, -1.29444], [2.61096, -3.81267, 0.55112], [2.37646, 0.97145, 1.42571], [2.40215, 2.30311, 1.05264], [1.59911, 5.00776, 0.89523], [2.36135, 5.90335, -0.44172], [3.37079, 4.94328, 0.66678], [1.88376, 1.93601, -2.25363], [1.79446, -0.42960, -1.58865], [1.65869, -1.30997, 2.93962], [1.37008, -2.84260, 2.09660], [0.07592, -2.01331, -0.12264], [-1.14385, -2.04268, -1.95041], [-3.27265, -1.53880, -3.09845], [-5.11671, -0.48584, -1.89514], [-7.02036, -0.40419, -0.53348], [-6.42822, 1.22248, -1.00456], [-7.48706, 1.02798, 0.40845], [-2.73738, -0.41605, 1.66806], [4.11871, -1.12499, -1.17082], [4.82382, -2.22348, 0.05047], [4.42111, -2.83533, -1.57343], [2.51256, 0.71782, 2.46431], [2.55448, 3.04980, 1.81516]], "lowdin_charge": [-0.087, -0.081, -0.274, 0.018, -0.034, -0.271, -0.191, -0.086, -0.438, 0.083, 0.153, -0.204, -0.025, -0.081, -0.110, -0.538, 0.894, -0.403, -0.048, 0.641, -0.091, -0.313, -0.282, 0.004, -0.005, 0.097, 0.094, 0.095, 0.123, 0.098, 0.129, 0.122, 0.092, 0.107, 0.105, 0.086, 0.036, 0.035, 0.027, 0.094, 0.057, 0.073, 0.074, 0.119, 0.106]}

***

> Which of these has the lowest charge?

C17H20N2O4S2

***

> What is the charge in the second record?

0

***

Please write out number 2 again, unchanged.
{"formula": "C17H20N2O4S2", "method": "ωB97M-V with the def2-TZVPD basis set", "homo_lumo_gap_ev": 8.351, "lumo_energy_ha": 0.0184, "e_above_lowest_ev": 1.116, "charge": 0, "smiles": "COc1ccc(N(CC(=O)Nc2cccc(SC)c2)S(C)(=O)=O)cc1", "homo_energy_ev": -7.8499, "elements": ["C", "O", "C", "C", "C", "C", "N", "C", "C", "O", "N", "C", "C", "C", "C", "C", "S", "C", "C", "S", "C", "O", "O", "C", "C", "H", "H", "H", "H", "H", "H", "H", "H", "H", "H", "H", "H", "H", "H", "H", "H", "H", "H", "H", "H"], "coordinates": [[2.40457, 4.99352, 0.15463], [2.24727, 3.93341, -0.75856], [2.23244, 2.66093, -0.28045], [2.02806, 1.65303, -1.22331], [1.98970, 0.32725, -0.84683], [2.17157, -0.03286, 0.48688], [2.17125, -1.38430, 0.89985], [1.31011, -1.75564, 2.00469], [-0.15092, -1.33291, 1.78370], [-0.80329, -0.83826, 2.67570], [-0.57536, -1.57379, 0.52137], [-1.80568, -1.26179, -0.06661], [-1.96016, -1.57787, -1.41762], [-3.15069, -1.29406, -2.05367], [-4.19851, -0.69594, -1.37174], [-4.04191, -0.38078, -0.03013], [-5.29040, 0.38530, 0.95690], [-6.69737, 0.57016, -0.17902], [-2.84653, -0.66352, 0.62549], [2.51170, -2.59860, -0.19694], [4.15008, -2.13729, -0.79112], [1.57586, -2.59956, -1.29444], [2.61096, -3.81267, 0.55112], [2.37646, 0.97145, 1.42571], [2.40215, 2.30311, 1.05264], [1.59911, 5.00776, 0.89523], [2.36135, 5.90335, -0.44172], [3.37079, 4.94328, 0.66678], [1.88376, 1.93601, -2.25363], [1.79446, -0.42960, -1.58865], [1.65869, -1.30997, 2.93962], [1.37008, -2.84260, 2.09660], [0.07592, -2.01331, -0.12264], [-1.14385, -2.04268, -1.95041], [-3.27265, -1.53880, -3.09845], [-5.11671, -0.48584, -1.89514], [-7.02036, -0.40419, -0.53348], [-6.42822, 1.22248, -1.00456], [-7.48706, 1.02798, 0.40845], [-2.73738, -0.41605, 1.66806], [4.11871, -1.12499, -1.17082], [4.82382, -2.22348, 0.05047], [4.42111, -2.83533, -1.57343], [2.51256, 0.71782, 2.46431], [2.55448, 3.04980, 1.81516]], "lowdin_charge": [-0.087, -0.081, -0.274, 0.018, -0.034, -0.271, -0.191, -0.086, -0.438, 0.083, 0.153, -0.204, -0.025, -0.081, -0.110, -0.538, 0.894, -0.403, -0.048, 0.641, -0.091, -0.313, -0.282, 0.004, -0.005, 0.097, 0.094, 0.095, 0.123, 0.098, 0.129, 0.122, 0.092, 0.107, 0.105, 0.086, 0.036, 0.035, 0.027, 0.094, 0.057, 0.073, 0.074, 0.119, 0.106]}

***

> Which value of charge does entry 1 give?

+3